A structure of composition C17H22N5O5S5Yb at a distorted geometry. Source: the OMol25 dataset; level of theory: ωB97M-V/def2-TZVPD.

Geometry as XYZ:
```
55
Properties=species:S:1:pos:R:3:forces:R:3:mulliken_charge:R:1
Yb -0.4810 0.3322 0.2262 0.278 -1.196 0.594 1.0028
S -3.2948 3.3813 7.0115 -0.147 -0.359 -0.273 -0.2288
C -2.6802 2.6680 5.6669 0.490 0.915 0.594 0.1240
S -2.0151 3.6593 4.3684 0.062 -1.036 0.929 -0.0607
C -1.2674 2.3510 3.4627 -0.469 1.037 -1.233 0.2086
C -1.7506 1.0741 3.8340 -0.548 -0.198 -0.089 0.1913
S -2.1518 -0.2658 2.8671 0.674 0.040 -0.500 -0.4135
S -2.4339 0.9612 5.4587 0.002 0.802 -0.448 -0.1123
S -0.4743 2.9745 2.0817 -0.281 -1.202 0.742 -0.2810
C -3.5355 -3.3189 -0.9526 -0.248 1.830 -0.024 -1.4479
C -2.1311 -2.8084 -0.8765 0.959 1.310 -0.102 0.5488
O -1.7775 -1.6044 -0.6864 -0.599 -2.822 -0.042 -0.4578
N -1.2554 -3.8174 -1.1200 0.609 -1.143 1.082 -0.1074
C 0.1462 -3.7099 -0.6619 -1.040 2.093 -0.324 -0.8784
C 0.8993 -2.9230 -1.6899 1.871 -0.166 -1.711 0.6909
C 0.9528 -3.3140 -3.0562 -0.192 0.211 1.037 -0.4741
C 1.8085 -2.6447 -3.9461 -0.915 0.118 0.546 -0.5366
C 2.5220 -1.5702 -3.4325 1.233 0.446 0.741 -0.6857
C 2.4124 -1.2268 -2.0597 -0.023 -0.482 -1.546 0.0376
N 1.6692 -1.9305 -1.2376 -1.231 0.144 0.976 -0.2681
H -3.5974 -4.0356 -1.7457 -0.350 -0.118 -0.692 0.4248
H -4.1837 -2.4421 -1.0533 -0.144 -0.458 -0.309 0.3230
H -3.8236 -3.8310 -0.0629 -0.005 -0.290 0.918 0.3454
H -1.6388 -4.7754 -1.1493 0.205 1.090 0.037 0.2715
H 0.6201 -4.6507 -0.4934 -0.077 -0.838 0.078 0.5447
H 0.1581 -3.1028 0.2645 0.123 -0.495 -0.300 0.1376
H 0.3217 -4.1578 -3.3322 0.192 0.240 -0.319 0.3675
H 1.8107 -2.8941 -5.0160 0.268 -0.006 0.616 0.3921
H 3.3234 -1.0713 -3.9956 -0.780 -0.034 -0.063 0.3996
H 2.8968 -0.3630 -1.6115 0.246 -0.145 -0.318 0.3655
C 2.9015 1.2964 3.3688 0.099 1.677 -1.624 -1.4575
C 2.1184 0.9448 2.1035 -1.096 -2.580 1.414 0.4678
N 1.1554 0.0452 2.0192 1.129 1.047 2.424 0.2236
O 0.8453 -0.5487 3.3051 0.260 0.484 -1.499 -0.5026
C 2.4365 1.6452 0.8890 -0.356 0.570 -3.503 0.2841
C 3.6580 2.4962 0.7820 0.644 -0.192 -0.597 -1.8696
N 1.6360 1.5309 -0.1547 1.175 1.387 1.537 0.6751
O 1.9272 2.5009 -1.1370 -1.492 -1.327 -0.797 -0.5441
H 3.8592 0.8076 3.3993 0.277 -0.819 -0.022 0.3864
H 2.3227 1.0624 4.2378 -0.202 0.127 0.476 0.4325
H 3.2505 2.3822 3.2775 -1.063 -1.288 0.527 0.2815
H -0.1448 -0.7410 3.2602 1.094 0.246 -0.302 0.2569
H 3.5936 3.3505 1.4282 -0.122 0.696 0.130 0.4345
H 3.8525 2.8062 -0.2687 -0.269 -0.168 0.983 0.4028
H 4.5334 1.9429 1.1357 -0.105 -0.123 0.013 0.3838
N -2.3148 2.3103 -3.8529 2.089 -2.598 -1.041 -0.6114
C -2.6440 2.5362 -2.4783 0.622 0.625 1.349 -0.4713
C -1.6650 1.7919 -1.4596 -2.663 1.892 -2.340 0.9342
O -2.1202 1.7090 -0.2695 0.959 0.084 -1.729 -0.6245
O -0.5914 1.3766 -2.0051 -0.229 -0.414 1.939 -0.9437
H -3.0589 2.0911 -4.5115 -0.123 0.153 0.662 0.2393
H -1.6458 1.4626 -3.8563 -1.292 1.851 -0.277 0.2715
H 1.1691 2.3813 -1.8058 1.120 -0.088 1.302 0.3766
H -3.6449 2.2474 -2.1665 -0.180 0.145 -0.046 0.3238
H -2.4787 3.6282 -2.3027 -0.437 -0.672 0.427 0.2270
```
Positions in Å, forces in eV/Å.

- Kohn-Sham gap (spin up / spin down) (eV) = 6.19 / 5.22
- spin multiplicity = 2
- total energy (eV) = -121379.013
- energy above the lowest of the compared OMol25 structures with the same formula, charge and spin (kcal/mol) = 21.8